1.
22
Properties=species:S:1:pos:R:3 method="wB97M-V/def2-TZVPD" relative_energy_ev=5.618 e_lumo_ev=0.72 homo_energy_ev=-8.37
C 1.07421 2.18884 0.67060
C -2.25236 -0.57569 -1.74404
C -2.28631 -1.27892 0.59324
C 1.11915 0.64554 0.81024
N -1.61394 -0.35886 -0.42569
Si 2.91590 0.04267 0.79158
Si 0.17114 -0.30913 -0.46005
H 1.41587 2.57371 -0.26709
H 0.08186 2.59496 0.96935
H 1.87449 2.62968 1.27490
H -1.59404 -1.05019 -2.44959
H -3.14651 -1.25126 -1.71530
H -2.62868 0.41320 -2.18705
H -3.22236 -0.76994 0.89711
H -2.30598 -2.20407 -0.08276
H -1.44384 -1.38363 1.40610
H 0.73629 0.14780 1.67307
H 2.78319 -1.38594 0.65300
H 3.52491 0.40034 2.03799
H 3.40595 1.11244 -0.05522
H 1.04819 -2.45389 -0.69339
H 0.34288 0.27233 -1.69699

=====

2.
26
Properties=species:S:1:pos:R:3 method="wB97M-V/def2-TZVPD" total_charge=-1 relative_energy_ev=1.596 e_lumo_ev=3.41 homo_energy_ev=-5.88
C 1.28034 2.19933 0.83814
O 0.16641 2.95087 1.39013
C 0.93023 1.01460 -0.00542
C 0.67683 -0.28104 0.77878
C 0.50278 -1.47868 -0.16870
O -0.62896 -1.99870 -0.25385
O 1.56432 -1.84668 -0.73145
H 1.83888 2.95247 0.29501
H 1.66655 1.90855 1.85283
H 1.66492 0.96901 -0.82829
H 0.04166 1.33002 -0.55358
H 1.68808 -0.41601 1.21839
H -0.06891 -0.23824 1.62003
H -1.91982 -1.57866 0.78939
H -0.54006 2.34700 1.66167
H -2.19326 1.11712 2.80024
O -1.30118 0.77709 2.96496
H -0.21347 -0.85121 -3.36569
H -1.12913 -1.24899 -2.20422
O -1.03293 -0.57503 -2.89316
H -3.51049 -1.52922 0.41383
H -1.18145 0.30036 2.11013
O -2.82779 -1.27559 1.04225
H 1.88834 -0.87560 -2.82396
H 1.20960 -2.12967 -2.59600
O 1.42853 -1.54309 -3.35146

=====

3.
26
Properties=species:S:1:pos:R:3 method="wB97M-V/def2-TZVPD" s2=0.753 multiplicity=2 total_charge=+1 e_lumo_ev="-3.26 / -9.17" homo_energy_ev="-13.33 / -13.33"
K 0.92712 0.29323 0.57494
B 1.51998 -0.31105 3.26217
H 2.16088 -0.25056 4.12810
H 0.77673 -1.05871 3.49199
H 1.03584 0.60759 2.96900
H 2.12735 -0.75996 2.49158
C -1.51515 -2.67815 -0.93510
C -1.17182 -3.80882 -1.88389
O -0.27244 -4.70860 -1.23672
O -0.49128 -2.25154 -0.08912
H -2.23267 -3.13073 -0.25067
H -1.99883 -1.82441 -1.40974
H -0.73245 -3.29105 -2.73651
H -2.00979 -4.41269 -2.23209
H 0.60266 -4.52425 -1.58574
H -0.30129 -2.97663 0.51067
C -0.05752 3.42277 -1.41100
C -0.27146 3.85390 0.05533
O 0.35902 2.95105 0.88189
O 1.32085 3.45788 -1.75003
H -0.45759 4.19746 -2.06514
H -0.48040 2.51046 -1.83167
H -1.33464 3.66788 0.20741
H -0.01442 4.88154 0.31223
H 0.74763 3.29650 1.68889
H 1.76371 2.84683 -1.15665

=====

4.
26
Properties=species:S:1:pos:R:3 method="wB97M-V/def2-TZVPD" s2=0.753 multiplicity=2 total_charge=+1 e_lumo_ev="-2.65 / -9.07" homo_energy_ev="-14.06 / -14.06"
Na -0.40649 0.19251 0.69598
B -1.67678 1.96021 1.94280
H -1.83163 0.98488 2.37753
H -1.80264 1.82263 0.88004
H -2.40395 2.61030 2.40417
H -0.71730 2.39877 2.16932
C 2.52668 1.28337 0.49108
C 1.99785 1.30496 -0.89331
O 0.66224 1.73827 -0.92063
O 2.10335 0.11027 1.14580
H 2.10691 2.06976 1.11836
H 3.61344 1.28073 0.57503
H 1.94121 0.30573 -1.32510
H 2.58512 1.90347 -1.58973
H 0.56988 2.43489 -1.57468
H 2.82778 -0.12000 1.73213
C -0.60323 -2.55322 -1.23645
C -2.03341 -1.94411 -1.05215
O -2.37494 -1.56637 0.28400
O 0.43533 -1.73487 -0.82983
H -0.40317 -2.92990 -2.23955
H -0.55948 -3.45270 -0.62234
H -2.86490 -2.52043 -1.45783
H -2.06307 -1.06534 -1.69635
H -2.88614 -2.30977 0.61204
H 1.25735 -2.20405 -0.99033

=====

5.
35
Properties=species:S:1:pos:R:3 method="wB97M-V/def2-TZVPD" s2=3.755 multiplicity=4 relative_energy_ev=0.000 e_lumo_ev="0.04 / 0.04" homo_energy_ev="-7.21 / -7.21"
Co 0.76115 -1.12817 -0.29553
Br -0.52375 -2.35948 -2.40380
Br 2.46550 -2.84593 0.43701
C -1.59765 1.00458 -1.14582
O -0.56772 0.47607 -0.75231
N -2.56435 1.59685 -0.35878
N -1.96541 0.90581 -2.43708
H -2.40916 1.74435 0.62132
H -3.44834 1.92167 -0.69458
H -2.84980 1.24316 -2.76045
H -1.40314 0.31842 -3.03760
C 1.75378 0.29930 2.34439
O 1.52022 0.06193 1.14354
N 2.79558 -0.27006 2.95047
N 0.96753 1.16147 3.01761
H 3.19910 -1.02473 2.39451
H 2.85632 -0.07544 3.93285
H 0.24466 1.59550 2.47043
H 1.23916 1.55894 3.89905
C 2.04112 0.44581 -2.77316
O 1.92770 -0.17175 -1.71509
N 1.53721 -0.00584 -3.93472
N 2.60604 1.67832 -2.79508
H 1.61536 0.58344 -4.73898
H 1.13124 -0.93442 -3.92494
H 2.77805 2.14155 -3.66741
H 2.86207 2.15520 -1.95307
C -1.67394 -1.58114 1.76094
O -0.63970 -1.73486 1.10884
N -2.82524 -2.18489 1.38881
N -1.76959 -0.77543 2.83680
H -3.58423 -2.20717 2.04157
H -2.85445 -2.69811 0.52444
H -2.64549 -0.60496 3.29378
H -0.97987 -0.28997 3.22206

=====

6.
25
Properties=species:S:1:pos:R:3 method="wB97M-V/def2-TZVPD" e_lumo_ev=-0.95 homo_energy_ev=-7.52
F -4.01901 3.91501 -3.66515
Nb -2.20770 3.59967 -2.57048
Br 0.04883 3.24169 -1.24004
H -2.33419 1.77425 -2.73234
H -3.12381 3.45376 -0.99865
H -2.06469 5.41908 -2.35215
H -1.26134 3.62263 -4.12239
C -0.74512 -0.93264 1.28543
C 0.41674 -0.55030 0.38256
C 1.24787 -1.76300 -0.06133
O 2.09666 -2.17008 1.02230
C 1.68590 -3.39036 1.64099
N 1.32584 0.35328 1.15826
H -0.41254 -1.33555 2.24708
H -1.37343 -0.05958 1.49650
H -1.37955 -1.68407 0.80234
H 0.05197 0.01419 -0.48141
H 1.91673 -1.45238 -0.87156
H 0.62264 -2.57586 -0.44577
H 1.30531 -4.11269 0.91323
H 0.92697 -3.18055 2.39655
H 2.55535 -3.82651 2.13974
H 0.83326 1.05833 1.71623
H 1.99985 0.82428 0.54807
H 1.88747 -0.24259 1.79199

=====

7.
26
Properties=species:S:1:pos:R:3 method="wB97M-V/def2-TZVPD" s2=3.752 multiplicity=4 relative_energy_ev=1.843 e_lumo_ev="-1.63 / -1.41" homo_energy_ev="-8.35 / -9.48"
Ti 2.00943 0.95106 -3.21185
Cl 0.95016 0.38029 -0.77099
C -2.01271 -1.88801 -0.54267
O -1.97408 -0.90360 0.48958
H -1.08035 -2.45776 -0.53547
H -2.85332 -2.55132 -0.34810
H -2.18070 -1.45238 -1.53197
H -1.26056 -0.29748 0.24722
C 0.76995 -2.74561 1.73500
O 1.49401 -2.60874 0.51360
H 0.07692 -3.59064 1.67356
H 1.46765 -3.03891 2.52678
H 0.24973 -1.83039 1.99818
H 1.33012 -1.71494 0.17670
C -2.17315 1.65426 -2.89586
O -1.49749 2.28651 -1.82464
H -3.03334 2.27903 -3.12969
H -1.55464 1.61250 -3.80578
H -2.46357 0.63892 -2.61827
H -0.89352 1.69272 -1.35676
C 2.54361 2.52433 2.40194
O 2.08390 1.19717 2.21372
H 2.03782 3.25281 1.75722
H 2.44434 2.86181 3.43143
H 3.61130 2.61494 2.14429
H 1.90847 1.13343 1.26282

=====

8.
39
Properties=species:S:1:pos:R:3 method="wB97M-V/def2-TZVPD" s2=2.003 multiplicity=3 e_lumo_ev="-0.08 / -1.09" homo_energy_ev="-12.26 / -12.20"
Ni -23.44103 -8.04813 -7.33972
P -23.17442 -5.48208 -9.59474
F -23.30720 -4.78378 -8.16569
F -21.65252 -4.94851 -9.75376
F -22.60271 -6.79827 -8.82701
F -22.89150 -6.38009 -10.91182
F -24.74593 -5.91682 -9.37877
F -23.58437 -4.04583 -10.36101
P -23.49033 -10.21660 -4.64205
F -23.25453 -8.78073 -3.81519
F -23.91289 -9.36809 -5.89996
F -22.01231 -9.93112 -5.10253
F -23.52157 -11.53695 -5.53882
F -22.98283 -11.13466 -3.36494
F -25.04790 -10.21449 -4.13026
C -25.77022 -6.92629 -5.62136
O -24.59619 -6.68447 -6.30442
H -25.57198 -7.54621 -4.74701
H -26.23490 -5.97738 -5.35351
H -26.51401 -7.44493 -6.22625
H -24.33242 -5.80728 -6.01705
C -21.15046 -6.28529 -6.38754
O -21.71925 -7.59567 -6.44076
H -20.84778 -5.92976 -5.40262
H -20.21885 -6.24484 -6.95196
H -21.77785 -5.48898 -6.78801
H -21.11143 -8.17743 -5.97846
C -21.00593 -9.84697 -8.67209
O -22.43102 -9.63772 -8.52312
H -20.46006 -8.99719 -8.26220
H -20.63637 -10.79427 -8.27947
H -20.77929 -9.80614 -9.73748
H -22.72308 -10.44965 -8.94390
C -25.96703 -9.69834 -8.17368
O -25.16593 -8.56040 -8.45124
H -26.77276 -9.27276 -7.57553
H -26.37148 -10.13921 -9.08481
H -25.40969 -10.47125 -7.64446
H -25.70663 -8.00911 -9.02162

=====

9.
35
Properties=species:S:1:pos:R:3 method="wB97M-V/def2-TZVPD" s2=3.755 multiplicity=4 e_lumo_ev="-2.12 / -2.10" homo_energy_ev="-8.74 / -8.74"
V 2.11337 0.96511 -1.33699
F 2.44958 1.40801 0.74448
F 0.13297 0.50888 -0.71742
C 2.41951 -2.36105 -0.84742
O 2.31704 -1.22367 -1.24186
N 3.35841 -2.73903 -0.03710
N 1.54317 -3.30672 -1.12261
H 3.84395 -1.96760 0.39794
H 3.51028 -3.73219 0.06620
H 0.72319 -3.15725 -1.69303
H 1.36760 -4.02389 -0.43345
C -1.51572 -2.03942 1.22246
O -2.16630 -2.78722 1.93809
N -0.62598 -1.25099 1.73035
N -1.70172 -1.77659 -0.05105
H -0.22244 -0.60715 1.06498
H -0.36422 -1.42186 2.69077
H -2.35788 -2.42111 -0.46837
H -1.14631 -1.13493 -0.59867
C -1.92481 2.22115 -2.97984
O -2.33675 3.14777 -3.63358
N -2.13639 2.17513 -1.69050
N -1.31648 1.15890 -3.39010
H -1.59875 1.60038 -1.05749
H -2.44543 3.08413 -1.37694
H -0.98101 0.98687 -4.32710
H -1.03277 0.65812 -2.56014
C -0.26068 2.50915 2.81350
O -0.80158 3.05306 3.73390
N 1.01629 2.18882 2.89821
N -0.81509 2.05649 1.74021
H 1.57904 1.90923 2.10749
H 1.35411 2.44030 3.81621
H -0.22445 1.54098 1.10344
H -1.75364 2.33818 1.49553

=====

no.,electronic energy (Ha)
1,-794.9753
2,-688.1616
3,-1087.2850
4,-649.6731
5,-7432.0845
6,-3022.6116
7,-1772.4528
8,-3852.7528
9,-2044.8807